44
Properties=species:S:1:pos:R:3:mulliken_charge:R:1 method="wB97M-V/def2-TZVPD" molar_mass_g_mol=330.28 lumo_energy_ev="-13.21 / -14.10" total_charge=+3 multiplicity=2 gap_ev="4.84 / 3.95"
Al -1.41435 1.73828 3.24020 1.07
O -0.00824 0.57689 0.90071 -0.88
H -0.19700 0.78836 -0.03427 0.03
C 2.43544 -0.55560 -1.64839 -1.16
C 0.94897 -1.10505 -1.87005 1.52
O 0.86204 -2.31485 -2.54917 -0.52
H 2.38386 0.41976 -1.16454 0.26
H 3.02791 -0.45450 -2.55771 0.41
H 3.06241 -1.12304 -0.96063 0.30
H 0.32250 -0.38034 -2.39008 0.10
H 0.48199 -1.27300 -0.89957 -0.91
H 0.00652 -2.62377 -2.24216 0.32
C -0.90114 -2.27445 2.70022 0.63
O -1.35695 -1.33687 3.32548 -0.21
N -0.42913 -2.11820 1.48971 0.09
N -0.91580 -3.53115 3.10722 -0.33
H -0.38374 -1.13973 1.24348 -0.18
H -0.51513 -2.88171 0.83415 0.33
H -1.13679 -3.75545 4.06688 0.29
H -0.50074 -4.22672 2.50389 0.19
C -0.99210 3.03285 -3.19859 0.84
O -1.99419 2.64127 -3.79207 -0.14
N -0.28855 4.06180 -3.56136 -0.34
N -0.59962 2.46455 -2.12164 -0.02
H -0.43714 4.31508 -4.52773 0.30
H 0.60711 4.25985 -3.13868 0.24
H 0.21917 2.83990 -1.66471 0.18
H -1.03086 1.67430 -1.66378 0.00
C 2.36988 0.28871 3.18999 0.64
O 1.37377 0.56037 3.83059 -0.30
N 3.49448 0.25353 3.81289 -0.29
N 2.52669 0.10463 1.92722 -0.17
H 3.33621 0.25640 4.81041 0.30
H 4.27996 -0.22420 3.39470 0.25
H 3.44369 -0.11882 1.56766 0.23
H 1.67650 0.26875 1.40729 0.21
C -3.04443 0.35068 -0.43632 0.58
O -3.18089 0.64176 0.74359 -0.63
N -1.91426 0.03158 -0.95152 -0.40
N -3.92035 0.17892 -1.32288 -0.33
H -1.16599 -0.00256 -0.27401 -0.19
H -1.97041 -0.38064 -1.87186 0.23
H -3.68701 -0.10652 -2.26318 0.18
H -4.87440 0.17897 -0.99139 0.29


34
Properties=species:S:1:pos:R:3:mulliken_charge:R:1 method="wB97M-V/def2-TZVPD" molar_mass_g_mol=173.25 lumo_energy_ev=0.52 de_lowest_kj_mol=205.4 gap_ev=9.85
C 1.41000 -2.29586 0.59137 -1.09
C 1.09126 -0.88215 1.03176 -0.24
N 0.30497 -0.14232 0.04954 0.00
C -0.15590 1.12812 0.60479 -1.04
C -0.56191 2.22241 -0.44737 1.01
C 0.59124 3.07161 -0.92345 -1.29
C -1.74358 3.10124 -0.03800 -1.43
H 0.50663 -2.81177 0.22842 0.01
H 2.10372 -2.81793 1.26296 0.41
H 1.98840 -2.49594 -0.32490 0.28
H 0.53389 -0.92712 1.97340 0.35
H 2.01222 -0.31922 1.13785 0.31
H -0.47971 -0.54285 -0.43845 0.22
H -1.06725 0.93821 1.21505 0.19
H 0.49698 1.54264 1.37199 0.35
H -1.00861 1.55859 -1.20784 0.10
H 1.52907 2.51484 -1.00650 0.37
H 0.36087 3.45868 -1.92875 0.36
H 1.02016 3.96116 -0.43191 0.34
H -2.44800 2.63699 0.67175 0.33
H -2.31322 3.49885 -0.86759 0.37
H -1.34150 3.96467 0.50759 0.33
O 3.22986 0.99933 -0.73917 -0.68
H 2.31377 0.65260 -0.67834 0.08
H 3.35325 1.33368 0.16366 0.38
O -1.92615 -3.13702 1.27176 -0.67
H -1.35551 -3.80593 0.90356 0.31
H -1.85905 -2.28418 0.83738 0.37
O 1.70712 -1.85304 -2.82593 -0.64
H 2.18230 -1.13559 -2.38168 0.31
H 0.97241 -1.48641 -3.33473 0.30
O -3.82386 -1.19031 1.46480 -0.68
H -3.24999 -0.48612 1.76649 0.32
H -3.56883 -2.05192 1.79798 0.36


35
Properties=species:S:1:pos:R:3:mulliken_charge:R:1 method="wB97M-V/def2-TZVPD" molar_mass_g_mol=189.25 lumo_energy_ev=0.46 de_lowest_kj_mol=239.6 gap_ev=9.03
C 0.51293 -1.75473 2.32940 -0.94
C 1.34196 -1.93237 1.02571 -0.87
C 0.79286 -0.95393 -0.05270 0.40
N 1.89405 -0.10287 -0.51128 -0.08
C 2.71616 -0.86951 -1.49960 -1.08
C 1.54682 1.24665 -0.97268 -0.53
C 1.06392 2.14640 0.20076 -0.14
O 1.57270 1.92288 1.46091 -0.60
H -0.50672 -2.20759 2.10969 0.09
H 0.95895 -2.24702 3.16751 0.40
H 0.32037 -0.71391 2.59242 0.29
H 1.17764 -2.94837 0.76370 0.38
H 2.38172 -1.83481 1.23714 0.44
H 0.13053 -0.32377 0.56778 -0.36
H 0.28849 -1.54787 -0.85708 0.30
H 2.06921 -1.41486 -2.15258 0.37
H 3.34511 -1.54247 -0.88533 0.28
H 3.43153 -0.27505 -2.10869 0.35
H 0.87801 1.10534 -1.85433 0.23
H 2.52162 1.65609 -1.31329 0.41
H 1.26645 3.08891 -0.23519 0.45
H -0.05855 2.07092 0.27482 -0.08
H 1.79395 0.98707 1.61807 0.35
O -1.99507 2.10375 -1.30495 -0.54
H -2.08842 3.04981 -1.45837 0.27
H -1.19814 1.88465 -1.80583 0.30
O -2.24151 -1.03306 -2.64041 -0.60
H -2.81263 -0.28213 -2.83326 0.31
H -1.86654 -1.34110 -3.46867 0.29
O -2.61897 1.29459 1.16261 -0.64
H -2.27125 2.01802 1.68991 0.31
H -2.00876 0.72209 0.70623 0.26
O -2.57952 -2.10005 1.28130 -0.61
H -2.25654 -2.94391 0.96551 0.29
H -3.46394 -1.91446 0.94743 0.27